*a*
Here is a 2-piece molecular cluster, C3H7NO3 overall from OMol25. Energies are from the ωB97M-V functional and the def2-TZVPD basis.

Element x y z (Å)
O 1.449 -1.359 -0.570
C 0.399 -0.916 -0.346
N -0.324 -1.195 0.970
C -0.447 -0.244 1.936
O -1.516 0.142 2.303
C -0.581 -0.377 -1.342
H -1.202 -1.742 0.881
H 0.463 0.286 2.253
H -1.507 -0.952 -1.337
H -0.159 -0.378 -2.332
H -0.964 0.622 -1.080
H 1.171 1.323 -0.591
H 1.715 2.747 -0.674
O 1.502 2.042 -0.070

As for the spin multiplicity: 2. The value obtained for the LUMO energy (alpha / beta) is -5.385 / -10.009 eV. As for the total charge: +1. The calculation puts the HOMO-LUMO gap (alpha / beta) at 0.3734 / 0.2034 Ha. As for the expectation value of S²: 0.76.


*b*
Here is a 2-piece molecular cluster, C3H7NO3 overall from OMol25. Energies are from the ωB97M-V functional and the def2-TZVPD basis.

Element x y z (Å)
O 0.990 -1.558 0.433
C 0.670 -0.549 1.086
N 0.373 0.526 0.305
C -0.430 1.617 0.736
O -0.809 2.429 -0.034
C 0.569 -0.561 2.563
H 0.540 0.240 -0.651
H -0.672 1.671 1.801
H 1.373 0.003 3.036
H -0.400 -0.373 3.017
H 0.760 -1.593 2.883
H -1.844 -1.063 -3.964
H -0.227 -1.228 -3.881
O -1.081 -1.561 -4.232

As for the spin multiplicity: 2. The value obtained for the LUMO energy (alpha / beta) is -5.691 / -10.093 eV. As for the total charge: +1. The calculation puts the HOMO-LUMO gap (alpha / beta) at 0.3100 / 0.1481 Ha. As for the expectation value of S²: 0.76.


Relative energies, kJ/mol: *a* 41.2; *b* 0.0.


*a*
Here is a 2-piece molecular cluster, C5H8N2O3S overall from OMol25. Energies are from the ωB97M-V functional and the def2-TZVPD basis.

Element x y z (Å)
O 2.162 2.721 0.363
C 2.232 1.343 0.200
C 3.266 0.505 0.392
C 2.785 -0.803 0.166
C 1.468 -0.688 -0.190
S 0.656 -2.196 -0.733
N 1.077 0.598 -0.095
O -0.221 0.948 -0.216
H 1.227 2.972 0.068
H 4.314 0.787 0.454
H 3.567 -1.656 0.023
H -0.413 -2.276 0.273
H -0.847 0.361 0.448
N -3.138 -0.193 -0.694
C -2.985 -0.308 0.654
O -1.911 -0.349 1.179
H -3.832 -0.671 -1.266
H -2.315 -0.008 -1.222
H -3.878 -0.363 1.295

The value obtained for the LUMO energy is 0.401 eV. The calculation puts the HOMO-LUMO gap at 0.2892 Ha.


*b*
Here is a 2-piece molecular cluster, C5H8N2O3S overall from OMol25. Energies are from the ωB97M-V functional and the def2-TZVPD basis.

Element x y z (Å)
C 0.179 2.163 -0.871
C -0.064 0.867 -0.671
S 0.742 -0.061 0.619
C 1.672 -1.448 -0.305
O 1.606 0.896 1.250
O -0.165 -0.819 1.431
H -0.205 2.850 -1.672
H 0.867 2.726 -0.198
H -0.781 0.301 -1.056
H 2.379 -1.401 -1.052
H 2.078 -2.106 0.474
H 0.799 -1.797 -0.772
C -2.225 0.435 2.247
N -2.467 0.695 1.023
N -2.839 -0.437 0.377
C -2.788 -1.414 1.253
O -2.460 -0.918 2.451
H -1.620 0.995 2.873
H -3.031 -2.420 1.180

The value obtained for the LUMO energy is 0.621 eV. The calculation puts the HOMO-LUMO gap at 0.3932 Ha.


Relative energies, kJ/mol: *a* 0.0; *b* 100.1.